# 1
C52H65Ge3KN2S4 as an isolated structure. Source: the Open Molecules 2025 dataset; level of theory: ωB97M-V/def2-TZVPD.

Cartesian coordinates (Å):
K 1.18 0.90 -3.27
C -5.41 0.96 -3.20
C -4.86 1.31 -1.85
C -4.32 2.56 -1.59
C -3.75 2.88 -0.36
C -3.20 4.26 -0.12
C -3.69 1.89 0.63
C -4.33 0.66 0.44
C -4.45 -0.36 1.54
C -4.89 0.38 -0.81
C -3.03 2.21 1.94
C -3.84 2.77 2.92
C -3.32 3.16 4.14
C -1.97 3.01 4.37
C -1.13 2.45 3.41
C -1.65 2.00 2.18
Ge -0.49 1.22 0.70
S -0.22 2.64 -0.86
S -1.27 -0.85 0.16
Ge 0.93 -1.47 0.13
S 1.68 -1.62 -1.85
S 1.50 0.34 1.40
C 1.32 -3.24 1.08
C 2.63 -3.54 1.53
C 2.91 -4.78 2.12
C 1.93 -5.74 2.27
C 0.66 -5.47 1.82
C 0.34 -4.25 1.22
C -1.08 -4.16 0.75
C -2.09 -3.75 1.62
C -1.80 -3.20 3.00
C -3.42 -3.80 1.20
C -3.76 -4.20 -0.08
C -5.19 -4.19 -0.56
C -2.74 -4.61 -0.94
C -1.41 -4.61 -0.54
C -0.34 -5.11 -1.49
C 3.78 -2.59 1.46
C 4.03 -1.71 2.51
C 3.22 -1.75 3.78
C 5.07 -0.80 2.40
C 5.90 -0.77 1.30
C 6.98 0.27 1.15
C 5.72 -1.73 0.31
C 4.69 -2.67 0.38
C 4.58 -3.72 -0.69
C 0.33 2.45 3.77
C 0.85 1.51 4.66
C 0.05 0.32 5.12
C 2.17 1.65 5.09
C 2.99 2.66 4.62
C 4.43 2.75 5.04
C 2.46 3.57 3.72
C 1.14 3.50 3.29
C 0.60 4.51 2.31
H -5.35 1.81 -3.88
H -6.45 0.64 -3.14
H -4.84 0.13 -3.65
H -4.33 3.32 -2.38
H -3.51 4.95 -0.91
H -2.11 4.23 -0.11
H -3.54 4.66 0.84
H -4.26 0.07 2.52
H -3.73 -1.16 1.38
H -5.46 -0.80 1.54
H -5.35 -0.59 -0.97
H -4.90 2.91 2.71
H -3.96 3.60 4.90
H -1.53 3.34 5.31
H 3.92 -4.97 2.46
H 2.17 -6.70 2.72
H -0.12 -6.22 1.91
H -0.73 -3.14 3.19
H -2.25 -3.82 3.78
H -2.21 -2.19 3.08
H -4.20 -3.48 1.88
H -5.88 -3.99 0.27
H -5.46 -5.14 -1.02
H -5.33 -3.40 -1.31
H -2.98 -4.93 -1.95
H -0.79 -5.67 -2.31
H 0.39 -5.74 -0.98
H 0.21 -4.26 -1.91
H 2.59 -2.64 3.83
H 2.58 -0.88 3.85
H 3.89 -1.75 4.65
H 5.23 -0.09 3.21
H 7.11 0.84 2.08
H 6.72 0.98 0.36
H 7.94 -0.18 0.88
H 6.39 -1.76 -0.54
H 5.53 -3.84 -1.21
H 3.82 -3.42 -1.41
H 4.28 -4.69 -0.28
H -0.92 0.26 4.63
H -0.12 0.36 6.20
H 0.60 -0.60 4.90
H 2.57 0.91 5.78
H 4.65 2.06 5.86
H 4.69 3.76 5.35
H 5.09 2.49 4.20
H 3.09 4.37 3.33
H 1.25 5.38 2.27
H -0.41 4.83 2.58
H 0.54 4.08 1.30
C 1.37 3.47 -7.78
Ge 1.21 1.50 -7.63
C -0.74 1.15 -7.50
C 1.63 0.86 -9.50
C 2.20 0.80 -6.16
H 0.86 3.86 -8.67
H 2.42 3.78 -7.82
H 0.92 3.95 -6.90
H -1.28 1.58 -8.35
H -1.13 1.59 -6.58
H -0.93 0.08 -7.48
H 1.00 1.35 -10.25
H 1.48 -0.22 -9.55
H 2.68 1.07 -9.73
H 3.24 1.14 -6.27
H 2.21 -0.30 -6.24
N -1.65 4.68 -3.13
N -1.53 4.33 -4.51
H -0.75 4.68 -2.67
H -2.16 3.93 -2.68
H -0.86 3.58 -4.64
H -1.15 5.13 -5.00

Properties
Frontier orbital gap   5.5365 eV
2S+1   1
LUMO energy   3.93 eV
E   -10553.71438 Eh
Total charge   -2

=====

# 2
A 12-piece molecular cluster, C52H66N6O22 overall at a distorted geometry. Source: the Open Molecules 2025 dataset; level of theory: ωB97M-V/def2-TZVPD.

Cartesian coordinates (Å):
N -3.73 -4.22 -0.20
C -4.16 -2.90 -0.28
C -3.08 -2.13 -0.69
C -2.00 -2.98 -0.89
C -2.40 -4.27 -0.68
H -4.20 -4.99 0.27
H -5.18 -2.63 -0.11
H -3.13 -1.11 -1.02
H -1.06 -2.74 -1.30
H -1.96 -5.25 -0.82
N 1.62 -3.22 5.21
C 2.08 -2.94 3.94
C 3.16 -3.80 3.66
C 3.34 -4.62 4.82
C 2.42 -4.19 5.73
H 0.95 -2.65 5.69
H 1.57 -2.24 3.24
H 3.74 -3.80 2.75
H 3.96 -5.50 4.87
H 2.24 -4.66 6.65
N 5.81 1.13 2.23
C 5.24 0.31 1.30
C 4.32 -0.50 1.82
C 4.35 -0.22 3.20
C 5.27 0.79 3.47
H 6.65 1.62 2.09
H 5.58 0.30 0.31
H 3.73 -1.13 1.18
H 3.75 -0.67 3.97
H 5.45 1.20 4.48
N 0.10 1.13 -0.48
C -0.48 0.02 0.09
C 0.55 -0.97 0.17
C 1.68 -0.40 -0.45
C 1.39 0.90 -0.82
H -0.54 1.89 -0.75
H -1.54 -0.03 0.27
H 0.44 -1.94 0.64
H 2.67 -0.81 -0.71
H 2.02 1.58 -1.36
C -4.24 -1.87 4.43
C -2.90 -1.92 3.84
C -2.34 -0.55 3.60
O -1.50 -0.41 4.73
C -1.31 -1.60 5.39
O -0.58 -1.77 6.31
O -1.99 -2.57 4.73
H -5.00 -1.57 3.73
H -4.31 -1.23 5.34
H -4.42 -2.93 4.65
H -2.88 -2.60 2.95
H -3.13 0.20 3.65
H -1.78 -0.32 2.69
C 2.44 3.32 3.68
C 2.02 2.35 2.52
C 1.34 1.06 3.04
O -0.03 1.34 2.94
C -0.31 2.38 2.21
O -1.45 2.66 1.93
O 0.87 3.01 1.82
H 3.24 2.88 4.29
H 1.59 3.61 4.34
H 2.84 4.19 3.18
H 2.85 2.26 1.85
H 1.59 0.94 4.12
H 1.61 0.11 2.43
C 4.45 3.29 -1.06
C 3.88 4.65 -0.76
C 2.61 4.97 -1.56
O 1.93 5.93 -0.67
C 2.47 5.81 0.51
O 2.11 6.39 1.49
O 3.43 4.87 0.60
H 3.73 2.52 -0.92
H 5.33 3.18 -0.45
H 4.69 3.25 -2.11
H 4.62 5.40 -0.86
H 1.98 4.08 -1.79
H 2.79 5.47 -2.50
C 2.27 0.92 -7.77
C 1.36 0.72 -6.58
C 1.89 -0.35 -5.64
O 2.50 0.42 -4.60
C 1.90 1.63 -4.58
O 2.05 2.46 -3.72
O 1.31 1.85 -5.73
H 2.13 0.35 -8.67
H 3.31 0.84 -7.46
H 2.18 1.99 -8.12
H 0.34 0.58 -6.88
H 2.64 -0.95 -6.16
H 1.09 -0.96 -5.22
C 0.69 -5.60 1.42
C -0.05 -5.96 2.65
C -0.85 -4.83 3.34
O -2.19 -4.98 2.72
C -2.29 -6.22 2.19
O -3.26 -6.71 1.78
O -1.12 -6.88 2.34
H 1.35 -6.39 1.06
H 1.33 -4.74 1.63
H -0.01 -5.38 0.69
H 0.63 -6.44 3.36
H -0.54 -3.84 3.04
H -0.99 -4.84 4.41
C -1.10 7.91 -2.24
C -1.02 6.73 -1.32
C -2.31 6.45 -0.50
O -2.31 4.99 -0.45
C -1.56 4.57 -1.51
O -1.49 3.42 -1.78
O -0.95 5.54 -2.14
H -1.88 7.78 -2.99
H -0.16 8.02 -2.78
H -1.33 8.82 -1.66
H -0.22 6.73 -0.65
H -3.19 6.85 -0.94
H -2.14 6.79 0.51
C -4.53 1.18 0.29
C -3.68 1.81 -0.65
C -3.87 1.44 -1.97
C -4.94 0.63 -2.37
C -5.72 0.01 -1.43
C -5.52 0.29 -0.09
N -5.15 0.46 -3.85
O -6.22 -0.02 -4.19
O -4.26 0.76 -4.65
H -4.48 1.43 1.36
H -2.91 2.46 -0.35
H -3.36 2.05 -2.65
H -6.43 -0.73 -1.82
H -6.14 -0.16 0.65
C -1.33 -0.91 -4.29
C -0.35 -1.09 -3.35
C 0.31 -2.30 -3.11
C -0.07 -3.42 -3.85
C -1.15 -3.31 -4.75
C -1.77 -2.06 -4.99
N 0.45 -4.76 -3.58
O 1.59 -4.83 -3.13
O -0.31 -5.70 -3.74
H -1.87 0.04 -4.30
H -0.09 -0.24 -2.75
H 1.18 -2.36 -2.43
H -1.51 -4.16 -5.29
H -2.71 -1.98 -5.52

Properties
Frontier orbital gap   7.6875 eV
2S+1   1
LUMO energy   -0.44 eV
SMILES   O=[N+]([O-])c1ccccc1.O=[N+]([O-])c1ccccc1.C[C@H]1COC(=O)O1.C[C@H]1COC(=O)O1.C[C@H]1COC(=O)O1.C[C@H]1COC(=O)O1.C[C@H]1COC(=O)O1.C[C@H]1COC(=O)O1.c1cc[nH]c1.c1cc[nH]c1.c1cc[nH]c1.c1cc[nH]c1
E   -4004.74327 Eh

=====

# 3
A 13-piece molecular cluster, C52H71N13 overall at a distorted geometry. Source: the Open Molecules 2025 dataset; level of theory: ωB97M-V/def2-TZVPD.

Cartesian coordinates (Å):
C 4.37 -3.46 -0.85
C 3.59 -4.32 -1.81
C 3.99 -3.94 -3.25
C 5.33 -4.46 -3.70
N 6.37 -4.86 -4.07
H 3.93 -2.49 -0.63
H 5.38 -3.22 -1.19
H 4.44 -4.02 0.08
H 2.55 -4.23 -1.49
H 3.92 -5.36 -1.70
H 3.88 -2.88 -3.47
H 3.31 -4.44 -3.94
C -1.62 4.26 2.92
C -2.82 4.92 3.59
C -4.04 4.05 3.28
C -4.45 4.11 1.86
N -4.70 4.17 0.70
H -1.41 3.32 3.42
H -0.71 4.85 3.04
H -1.77 4.02 1.87
H -3.02 5.95 3.30
H -2.58 4.97 4.65
H -4.84 4.24 4.00
H -3.75 3.04 3.56
C 3.36 0.18 -2.17
C 3.75 1.61 -1.75
C 2.79 2.68 -2.22
C 2.60 2.90 -3.66
N 2.44 3.09 -4.79
H 4.16 -0.49 -2.50
H 2.57 0.21 -2.93
H 2.80 -0.37 -1.41
H 4.81 1.77 -1.98
H 3.79 1.68 -0.66
H 3.11 3.66 -1.88
H 1.75 2.56 -1.90
N 1.30 2.75 1.26
C 2.08 2.73 2.38
C 2.71 3.95 2.41
C 2.30 4.72 1.26
C 1.37 4.01 0.68
H 0.70 2.04 0.86
H 2.09 1.85 3.00
H 3.41 4.30 3.14
H 2.68 5.70 1.03
H 0.76 4.23 -0.18
N 5.04 1.45 1.64
C 6.38 1.56 1.64
C 6.86 0.26 1.51
C 5.83 -0.66 1.46
C 4.71 0.10 1.60
H 4.35 2.18 1.70
H 6.81 2.55 1.63
H 7.92 0.08 1.53
H 5.96 -1.72 1.37
H 3.67 -0.20 1.63
N -4.94 -0.10 -1.83
C -4.06 0.93 -2.05
C -4.01 1.18 -3.35
C -4.84 0.28 -4.04
C -5.38 -0.57 -3.08
H -5.29 -0.33 -0.91
H -3.63 1.48 -1.22
H -3.44 1.99 -3.79
H -5.04 0.21 -5.09
H -6.08 -1.39 -3.12
N 3.13 -5.07 2.79
C 2.52 -4.09 2.07
C 3.07 -2.94 2.45
C 4.07 -3.24 3.37
C 4.10 -4.52 3.59
H 3.03 -6.06 2.63
H 1.71 -4.31 1.39
H 2.72 -1.97 2.14
H 4.77 -2.53 3.80
H 4.68 -5.18 4.22
N 0.02 -2.91 3.90
C -1.04 -2.10 4.09
C -2.20 -2.90 4.01
C -1.78 -4.22 3.72
C -0.44 -4.23 3.79
H 0.96 -2.56 3.98
H -0.93 -1.04 4.24
H -3.22 -2.57 4.07
H -2.39 -5.10 3.60
H 0.21 -5.08 3.68
N 0.07 0.15 -0.77
C -0.87 0.95 -0.23
C -1.01 0.64 1.14
C -0.07 -0.33 1.44
C 0.66 -0.54 0.29
H 0.30 0.10 -1.75
H -1.51 1.59 -0.82
H -1.76 1.08 1.78
H 0.14 -0.79 2.39
H 1.47 -1.23 0.13
N -6.79 -1.34 0.59
C -7.10 -0.03 0.49
C -6.11 0.75 0.97
C -5.13 -0.13 1.45
C -5.54 -1.43 1.17
H -7.38 -2.09 0.29
H -8.10 0.26 0.20
H -6.17 1.81 1.16
H -4.20 0.14 1.92
H -5.06 -2.39 1.32
N -2.01 -3.09 0.60
C -1.92 -4.33 0.11
C -2.67 -4.39 -1.06
C -3.20 -3.15 -1.29
C -2.74 -2.32 -0.27
H -1.58 -2.74 1.45
H -1.35 -5.09 0.63
H -2.86 -5.21 -1.73
H -3.72 -2.86 -2.19
H -2.80 -1.25 -0.17
N -2.09 5.44 -1.15
C -0.88 6.06 -1.46
C -0.15 5.26 -2.35
C -1.06 4.24 -2.71
C -2.26 4.38 -1.99
H -2.78 5.88 -0.56
H -0.61 7.01 -1.05
H 0.87 5.52 -2.60
H -0.80 3.43 -3.38
H -3.18 3.82 -1.90
N -1.63 -1.11 -4.18
C -0.86 0.00 -4.55
C 0.46 -0.35 -4.61
C 0.60 -1.69 -4.29
C -0.69 -2.07 -3.96
H -2.62 -1.09 -3.98
H -1.42 0.91 -4.68
H 1.20 0.37 -4.96
H 1.48 -2.32 -4.22
H -1.02 -3.02 -3.56

Properties
Frontier orbital gap   8.2015 eV
2S+1   1
LUMO energy   0.28 eV
E   -2735.71821 Eh

=====

Question: Among the records above, which one has the highest frontier orbital gap?
Answer: C52H71N13

=====

Question: What is the 2S+1 in the third record?
Answer: 1